Entry from OMol25: one molecule with the formula C5H10O (ωB97M-V with the def2-TZVPD basis set).

## Properties
Lowest unoccupied orbital energy ... 1.057 eV
Strongest force on any atom ... 0.61 eV/A
Kohn-Sham gap ... 10.8 eV
Energy relative to the best compared isomer or geometry (same formula, charge and spin) ... 62.1 kJ/mol
SMILES string ... CCCCC=O

CARTESIAN COORDINATES (ANGSTROEM)
C  -0.32823  -1.54250  -0.17790
C  0.88460  -0.89011  0.48507
C  1.10703  0.56900  0.06236
C  -0.16394  1.41157  0.23889
C  -1.36366  0.94387  -0.55281
O  -2.48746  0.87311  -0.11091
H  -1.24357  -0.99244  0.01840
H  -0.53810  -2.53609  0.21781
H  -0.21251  -1.59939  -1.26708
H  1.77963  -1.47879  0.25611
H  0.75724  -0.92406  1.57428
H  1.91021  1.01362  0.66889
H  1.45962  0.61873  -0.97790
H  -0.46020  1.45559  1.29323
H  0.01416  2.43506  -0.11640
H  -1.14727  0.66472  -1.60928

Atom charges from the natural (NBO) analysis, given in e for atoms 1 to 4:
1. C -0.621
2. C -0.399
3. C -0.392
4. C -0.520